# 1
Density functional theory data (ωB97M-V/def2-TZVPD) for a structure of composition C35H87Br3N4O4.

Geometry as XYZ:
```
133
C35H87Br3N4O4 ωB97M-V/def2-TZVPD
C 0.230 -1.400 2.013
Br 0.043 -1.795 0.124
Br 2.115 -1.294 2.555
Br -0.705 -2.819 3.004
H -0.264 -0.452 2.197
C 6.228 -0.025 0.045
C 4.705 -0.065 0.001
C 4.020 -1.032 -0.955
C 4.178 -2.526 -0.617
C 3.358 -3.486 -1.456
C 3.805 -3.547 -2.925
H 6.631 0.885 0.495
H 6.676 0.025 -0.953
H 6.615 -0.911 0.546
H 4.371 -0.206 1.038
H 4.226 0.905 -0.185
H 4.181 -0.814 -2.011
H 2.946 -0.852 -0.797
H 5.233 -2.731 -0.857
H 4.121 -2.740 0.451
H 3.647 -4.452 -1.024
H 2.271 -3.421 -1.394
H 3.650 -2.608 -3.461
H 4.876 -3.749 -2.895
H 3.226 -4.291 -3.472
C -4.816 -6.172 -5.625
C -3.810 -5.072 -5.221
C -3.171 -5.329 -3.871
C -2.256 -4.151 -3.476
C -1.565 -4.418 -2.123
C -2.483 -4.421 -0.908
H -5.510 -6.410 -4.822
H -4.350 -7.056 -6.058
H -5.400 -5.704 -6.424
H -3.078 -4.909 -6.015
H -4.453 -4.187 -5.201
H -2.585 -6.240 -3.739
H -4.003 -5.358 -3.161
H -1.537 -3.936 -4.272
H -2.846 -3.228 -3.516
H -0.920 -5.297 -2.219
H -0.817 -3.638 -1.942
H -2.750 -3.371 -0.769
H -3.378 -5.021 -1.051
H -1.903 -4.723 -0.036
C 4.190 1.898 3.050
C 4.734 2.401 4.393
C 3.630 2.750 5.373
C 4.022 3.606 6.599
C 4.866 2.845 7.639
C 5.446 3.824 8.638
H 3.574 2.695 2.625
H 3.563 1.015 3.218
H 4.939 1.620 2.311
H 5.372 1.621 4.819
H 5.424 3.226 4.193
H 3.151 1.832 5.724
H 2.813 3.338 4.938
H 4.505 4.533 6.285
H 3.057 3.913 7.010
H 4.300 2.049 8.129
H 5.668 2.296 7.136
H 6.207 4.425 8.135
H 4.658 4.483 9.010
H 5.924 3.419 9.533
C 0.671 -1.006 -3.386
C 0.362 -0.448 -4.755
C 1.637 -0.410 -5.591
O 1.392 -0.204 -6.954
C 2.532 -0.079 -7.759
N -0.671 -1.241 -5.398
H 1.580 -0.596 -2.940
H 0.799 -2.093 -3.426
H -0.172 -0.844 -2.712
H 0.068 0.602 -4.673
H 2.201 -1.352 -5.479
H 2.298 0.357 -5.159
H 3.097 -1.020 -7.758
H 3.260 0.631 -7.340
H 2.229 0.279 -8.737
H -0.235 -2.073 -5.785
H -1.070 -0.740 -6.183
C 0.518 4.186 0.816
C -0.243 3.048 1.465
C 0.187 2.717 2.927
O -0.452 1.544 3.416
C 0.074 1.170 4.686
N -1.649 3.487 1.524
H 1.590 4.040 0.687
H 0.334 5.060 1.448
H 0.095 4.435 -0.156
H -0.130 2.075 0.977
H -0.067 3.598 3.534
H 1.262 2.524 3.061
H 0.055 2.051 5.334
H 1.124 0.897 4.554
H -0.492 0.337 5.093
H -2.166 2.978 2.229
H -1.675 4.402 1.975
C -2.351 0.923 -0.393
C -2.637 1.964 -1.456
C -2.342 1.437 -2.864
O -2.794 2.373 -3.814
C -2.883 1.839 -5.123
N -4.019 2.491 -1.363
H -2.952 0.017 -0.559
H -2.626 1.217 0.621
H -1.310 0.588 -0.335
H -1.980 2.790 -1.164
H -2.814 0.451 -2.962
H -1.258 1.313 -2.963
H -3.573 0.999 -5.190
H -1.875 1.604 -5.478
H -3.221 2.642 -5.779
H -4.671 1.721 -1.529
H -4.125 2.988 -2.247
C -3.975 -0.241 2.921
C -4.262 1.265 3.040
C -5.656 1.507 3.593
O -6.646 0.963 2.750
C -7.920 1.568 2.883
N -3.282 1.879 3.948
H -2.935 -0.433 2.651
H -4.594 -0.686 2.135
H -4.238 -0.770 3.840
H -4.192 1.672 2.030
H -5.781 2.582 3.772
H -5.760 1.072 4.598
H -8.435 1.288 3.803
H -8.467 1.215 2.010
H -7.837 2.654 2.787
H -3.373 1.489 4.882
H -2.349 1.562 3.651
```

Spin multiplicity: 1
HOMO in eV: -9.07
E in eV: -261981.4313
Strongest force on any atom in eV/A: 2.05
Total charge: 0
Frontier orbital gap in eV: 8.94

# 2
Density functional theory data (ωB97M-V/def2-TZVPD) for a structure of composition C16H28F6KN10O6S3.

Geometry as XYZ:
```
70
C16H28F6KN10O6S3 ωB97M-V/def2-TZVPD
K 0.738 0.493 -0.455
N 1.828 -0.033 2.424
C 1.646 -1.125 3.365
C 0.188 -1.600 3.374
N -0.262 -1.799 2.019
C -1.478 -2.548 1.778
C -1.739 -2.517 0.269
N -1.825 -1.133 -0.226
H 2.803 0.181 2.246
H 1.436 0.837 2.775
H 1.959 -0.888 4.394
H 2.255 -1.963 3.019
H -0.435 -0.882 3.940
H 0.129 -2.553 3.912
H -0.404 -0.907 1.567
H -2.354 -2.154 2.329
H -1.330 -3.586 2.090
H -2.634 -3.097 0.018
H -0.881 -2.989 -0.207
H -2.767 -0.771 -0.150
H -1.518 -1.067 -1.198
O -0.455 0.026 -2.809
N -1.332 -0.205 -3.755
C -2.472 0.526 -3.729
C -3.473 0.375 -4.649
C -3.301 -0.582 -5.656
C -2.152 -1.324 -5.677
C -1.114 -1.168 -4.721
S 0.286 -2.099 -4.739
H -2.486 1.226 -2.907
H -4.358 0.990 -4.573
H -4.066 -0.743 -6.407
H -1.984 -2.079 -6.430
N -2.276 3.025 1.211
N -2.585 2.247 0.046
H -1.267 3.078 1.343
H -2.695 2.557 2.002
H -1.922 1.487 -0.066
H -2.460 2.867 -0.744
F 0.785 5.489 0.071
C 1.518 5.044 1.118
F 2.638 5.806 1.155
F 0.811 5.359 2.232
S 2.060 3.137 0.848
O 0.675 2.607 0.829
O 2.726 2.963 2.138
N 2.845 1.809 -0.163
S 4.104 2.087 -0.985
O 4.311 3.415 -1.506
O 4.376 0.967 -1.875
C 5.541 1.937 0.200
F 5.466 0.806 0.929
F 6.721 1.892 -0.451
F 5.605 2.960 1.052
C 3.184 -4.551 2.312
N 2.964 -3.684 1.173
C 3.889 -2.736 0.849
C 3.725 -1.937 -0.216
C 2.519 -2.133 -0.984
N 1.605 -3.030 -0.659
C 1.790 -3.852 0.404
O 1.012 -4.748 0.716
N 2.329 -1.363 -2.057
H 3.854 -5.379 2.062
H 2.224 -4.965 2.608
H 3.613 -3.979 3.136
H 4.747 -2.670 1.507
H 4.429 -1.162 -0.480
H 3.008 -0.647 -2.283
H 1.472 -1.444 -2.604
```

Energy relative to the best compared isomer or geometry (same formula, charge and spin) in eV: 0.0000
Spin multiplicity: 2
HOMO (spin up / spin down) in eV: -1.74 / -2.45
E in eV: -109369.4447
Strongest force on any atom in eV/A: 1.03
<S²>: 0.76
Total charge: -2
Frontier orbital gap (spin up / spin down) in eV: 5.78 / 6.49

# 3
Density functional theory data (ωB97M-V/def2-TZVPD) for a cluster of 2 separate species, C2H8S2 in total.

Geometry as XYZ:
```
12
C2H8S2 ωB97M-V/def2-TZVPD
C 2.355 0.401 1.964
S 1.282 -0.899 1.166
S 1.632 -0.522 -0.897
H 1.574 0.672 2.770
H 3.160 -0.124 2.432
H 2.613 1.323 1.488
H 0.863 -1.513 -1.459
C -2.712 0.133 -1.504
H -2.495 0.986 -2.134
H -1.775 -0.147 -1.169
H -3.267 0.325 -0.570
H -3.231 -0.635 -2.087
```

Energy relative to the best compared isomer or geometry (same formula, charge and spin) in eV: 0.8528
Spin multiplicity: 1
HOMO in eV: -8.18
E in eV: -23873.2941
Strongest force on any atom in eV/A: 3.62
SMILES: CSS.C
Total charge: 0
Frontier orbital gap in eV: 8.61

# 4
Density functional theory data (ωB97M-V/def2-TZVPD) for the ion C4H7O3 with charge +1.

Geometry as XYZ:
```
14
C4H7O3 ωB97M-V/def2-TZVPD
C -0.517 0.211 0.136
C -0.414 -1.779 -0.766
C 0.890 -1.544 0.022
C -0.069 2.597 0.549
O -1.272 -0.690 -0.312
O 0.738 -0.056 0.313
O -0.967 1.384 0.222
H -0.145 -1.675 -1.805
H -1.028 -2.678 -0.594
H 0.853 -2.295 0.940
H 1.809 -1.745 -0.548
H 0.115 2.598 1.593
H -0.820 3.368 0.274
H 0.827 2.303 -0.023
```

Energy relative to the best compared isomer or geometry (same formula, charge and spin) in eV: 0.1808
Spin multiplicity: 1
HOMO in eV: -16.67
E in eV: -10395.4727
Strongest force on any atom in eV/A: 2.78
Total charge: +1
Frontier orbital gap in eV: 13.31

# 5
Density functional theory data (ωB97M-V/def2-TZVPD) for a structure of composition C10H18NO4V.

Geometry as XYZ:
```
34
C10H18NO4V ωB97M-V/def2-TZVPD
V 1.895 -0.858 -3.241
C 0.833 1.625 -0.356
C 1.152 0.651 -1.421
O 1.870 -0.386 -1.166
O 0.728 0.782 -2.628
H 0.598 2.604 -0.759
H 1.640 1.661 0.369
H -0.061 1.267 0.166
C 1.458 -5.693 -1.866
C 1.832 -5.129 -0.501
O 2.232 -5.816 0.394
C 1.683 -3.635 -0.309
H 0.513 -5.293 -2.231
H 1.419 -6.778 -1.827
H 2.260 -5.432 -2.570
H 1.720 -3.413 0.756
H 0.717 -3.302 -0.697
H 2.492 -3.083 -0.796
C -1.583 1.170 3.035
C -2.839 0.611 3.634
O -3.794 0.379 2.932
C -2.853 0.287 5.105
H -1.140 1.955 3.646
H -1.835 1.562 2.050
H -0.849 0.367 2.920
H -1.892 0.440 5.590
H -3.122 -0.769 5.183
H -3.637 0.859 5.596
C -0.600 5.668 -3.161
C 0.440 5.294 -4.140
N 1.244 5.032 -4.910
H -1.576 5.526 -3.614
H -0.480 6.730 -2.940
H -0.463 5.117 -2.238
```

Spin multiplicity: 4
HOMO (spin up / spin down) in eV: -11.62 / -11.62
E in eV: -46020.6997
Strongest force on any atom in eV/A: 3.08
<S²>: 3.76
Total charge: +1
Frontier orbital gap (spin up / spin down) in eV: 5.30 / 5.34

# 6
Density functional theory data (ωB97M-V/def2-TZVPD) for a cluster of 6 separate species, H12O6 in total.

Geometry as XYZ:
```
18
H12O6 ωB97M-V/def2-TZVPD
O 0.073 -0.857 2.826
H 0.704 -1.568 2.972
H -0.630 -1.212 2.920
O -2.012 2.657 0.295
H -2.829 2.776 0.646
H -2.312 1.938 -0.349
O -0.107 -0.006 -0.064
H -0.343 0.069 0.908
H 0.582 -0.563 -0.165
O 1.848 1.516 -1.637
H 1.242 1.285 -0.753
H 2.570 2.257 -1.617
O -2.403 -1.478 -1.447
H -1.692 -1.124 -0.844
H -2.280 -1.170 -2.223
O 2.172 -1.513 -0.510
H 2.663 -2.227 -0.760
H 2.754 -0.778 -0.199
```

Energy relative to the best compared isomer or geometry (same formula, charge and spin) in eV: 3.9761
Spin multiplicity: 1
HOMO in eV: -10.69
E in eV: -12477.1376
Strongest force on any atom in eV/A: 16.31
SMILES: O.O.O.O.O.O
Total charge: 0
Frontier orbital gap in eV: 11.06

# 7
Density functional theory data (ωB97M-V/def2-TZVPD) for the molecule C6H10.

Geometry as XYZ:
```
16
C6H10 ωB97M-V/def2-TZVPD
C 2.412 -0.405 1.017
C 1.384 -0.048 0.054
C 0.772 0.297 -0.934
C -0.475 0.553 -1.619
C -1.728 0.231 -0.568
C -1.322 -0.240 0.834
H 3.354 -0.253 0.487
H 2.400 0.234 1.905
H 2.347 -1.449 1.338
H -0.562 -0.078 -2.516
H -0.525 1.598 -1.958
H -2.299 1.164 -0.523
H -2.332 -0.525 -1.077
H -1.633 -1.260 1.086
H -1.592 0.445 1.647
H -0.201 -0.265 0.827
```

Energy relative to the best compared isomer or geometry (same formula, charge and spin) in eV: 2.2983
Spin multiplicity: 1
HOMO in eV: -9.06
E in eV: -6381.5612
Strongest force on any atom in eV/A: 1.54
SMILES: CC#CCCC
Total charge: 0
Frontier orbital gap in eV: 10.10

# 8
Density functional theory data (ωB97M-V/def2-TZVPD) for a structure of composition C38H48BCrN10O2S2.

Geometry as XYZ:
```
102
C38H48BCrN10O2S2 ωB97M-V/def2-TZVPD
Cr -0.555 -0.424 -0.073
C 0.826 0.063 -3.385
C 1.690 -0.501 -2.297
C 3.029 -0.882 -2.351
C 3.322 -1.360 -1.079
N 2.227 -1.255 -0.320
N 1.222 -0.717 -1.061
B 2.047 -1.747 1.180
N 0.778 -2.683 1.238
C 0.616 -3.878 1.822
C -0.596 -4.406 1.422
C -1.148 -3.450 0.565
C -2.398 -3.539 -0.255
N -0.319 -2.408 0.478
N 1.786 -0.514 2.068
C 2.372 -0.035 3.185
C 1.670 1.080 3.590
C 0.636 1.221 2.655
C -0.425 2.280 2.571
N 0.712 0.252 1.745
N 3.279 -2.535 1.553
C 3.634 -3.739 1.023
C 4.907 -4.011 1.436
C 5.284 -2.902 2.233
C 6.589 -2.673 2.938
N 4.312 -2.016 2.291
H 1.414 0.684 -4.062
H 0.014 0.657 -2.961
H 0.384 -0.737 -3.982
H 3.694 -0.845 -3.202
H 4.241 -1.776 -0.687
H 1.364 -4.278 2.491
H -1.013 -5.364 1.699
H -3.186 -4.068 0.285
H -2.200 -4.106 -1.167
H -2.760 -2.552 -0.544
H 3.244 -0.516 3.596
H 1.863 1.704 4.452
H 0.025 3.276 2.553
H -1.088 2.244 3.437
H -1.022 2.142 1.668
H 2.963 -4.300 0.384
H 5.493 -4.895 1.221
H 6.883 -3.558 3.504
H 6.514 -1.825 3.618
H 7.387 -2.475 2.221
O 1.559 1.347 -0.156
S 2.500 2.182 -0.932
C 1.896 3.937 -0.904
C 0.373 4.018 -0.804
C -0.363 3.695 -2.113
C -1.883 3.652 -1.964
S -2.363 2.272 -0.867
O -1.147 1.368 -0.984
C -3.675 1.524 -1.806
C -3.407 0.419 -2.599
C -4.452 -0.157 -3.310
C -5.735 0.371 -3.218
C -5.987 1.469 -2.406
C -4.955 2.049 -1.684
C 4.058 2.140 -0.119
C 5.170 2.675 -0.768
C 6.373 2.671 -0.090
C 6.450 2.120 1.187
C 5.324 1.575 1.805
C 4.106 1.566 1.151
H 2.279 4.378 -1.830
H 2.404 4.385 -0.052
H 0.132 5.030 -0.470
H 0.042 3.329 -0.024
H -0.019 2.730 -2.492
H -0.131 4.446 -2.873
H -2.384 3.523 -2.920
H -2.267 4.551 -1.475
H -2.407 0.009 -2.643
H -4.262 -1.021 -3.936
H -6.543 -0.078 -3.784
H -6.990 1.868 -2.325
H -5.147 2.901 -1.036
H 5.099 3.096 -1.767
H 7.256 3.087 -0.560
H 7.402 2.104 1.702
H 5.396 1.153 2.799
H 3.217 1.144 1.613
N -2.307 -0.360 0.915
C -3.257 -0.485 1.555
N -4.326 -0.634 2.275
C -5.175 0.519 2.670
C -6.649 0.120 2.528
C -6.815 -0.863 1.365
C -6.131 -2.205 1.690
C -4.880 -1.981 2.550
H -4.935 1.357 2.018
H -4.941 0.804 3.695
H -7.243 1.020 2.372
H -7.005 -0.343 3.451
H -6.365 -0.426 0.467
H -7.870 -1.026 1.155
H -5.863 -2.718 0.764
H -6.813 -2.856 2.240
H -4.112 -2.726 2.359
H -5.116 -2.016 3.612
```

Energy relative to the best compared isomer or geometry (same formula, charge and spin) in eV: 1.2409
Spin multiplicity: 6
HOMO (spin up / spin down) in eV: -12.62 / -13.13
E in eV: -109938.3458
Strongest force on any atom in eV/A: 1.01
<S²>: 8.77
Total charge: +2
Frontier orbital gap (spin up / spin down) in eV: 8.32 / 4.73